25
Properties=species:S:1:pos:R:3:forces:R:3:lowdin_charge:R:1 method="wB97M-V/def2-TZVPD" charge=+1 lumo_ev=-2.9697 e_homo_ev=-13.38 smiles=C[NH2+]CCNC(C)C orbital_gap_ev=10.41
H -1.600 -1.536 -0.484 0.217 0.435 0.310 0.129
C 2.558 0.131 -0.309 -3.200 -1.914 -3.575 -0.056
H -2.096 3.326 -1.140 -0.084 -0.303 0.562 0.084
H 1.426 -0.109 1.526 -1.013 -0.137 -1.622 0.160
C 1.914 -2.044 0.818 -0.496 0.172 3.928 -0.067
H 3.367 0.092 0.253 4.318 0.066 2.122 0.019
H 2.916 -2.261 0.585 1.478 0.067 -0.235 0.061
N 0.317 -0.635 -0.425 -1.065 -0.198 1.160 -0.091
H 1.796 -2.171 1.980 0.438 -0.178 -2.093 0.122
H 2.751 -0.330 -1.397 -0.385 0.638 2.538 0.144
H -0.645 1.947 -0.031 -0.420 -0.117 -0.257 0.155
C -0.949 -0.998 0.233 0.068 -0.949 1.194 -0.204
C -2.517 2.319 -1.035 0.289 -1.772 -0.535 0.041
H -2.812 0.138 0.795 2.392 0.421 -0.061 0.161
H 2.268 1.132 -0.495 -0.304 1.123 -0.020 0.053
H 1.371 -2.848 0.401 -1.095 -0.587 -0.740 0.062
H -1.265 0.847 1.597 -0.333 -1.220 -0.376 0.132
H -3.518 2.304 -0.460 1.895 -0.207 -1.027 0.123
N -1.405 1.357 -0.396 -0.067 0.635 -0.499 -0.028
H -0.835 -1.721 1.143 -0.123 1.307 -1.479 0.156
H -2.532 1.918 -2.098 -0.818 0.512 1.421 0.108
H -0.879 0.761 -1.097 -0.322 0.831 0.221 0.143
C -1.649 0.308 0.696 -2.388 0.647 0.208 -0.115
H 0.536 -1.304 -1.171 -0.042 0.302 0.489 0.132
C 1.481 -0.624 0.510 1.060 0.426 -1.632 -0.424